1:
Density functional theory data (ωB97M-V with the def2-TZVPD basis set) for a 3-piece molecular cluster, C7H14O2 overall.

```
23
Properties=species:S:1:pos:R:3:lowdin_charge:R:1
C -1.490 -0.320 1.804 -0.0154
C -0.289 -0.606 1.329 -0.1340
C 0.277 -0.172 0.013 -0.2743
C 0.077 1.215 -0.465 -0.1479
C -1.071 1.855 -0.637 0.0299
C 0.907 -1.099 -0.720 -0.1035
C 1.582 -0.794 -2.011 -0.0887
H -2.133 0.458 1.418 0.0544
H -1.896 -0.760 2.710 0.0676
H 0.317 -1.370 1.810 0.1068
H 0.989 1.795 -0.574 0.0860
H -1.168 2.904 -0.881 0.0606
H -1.996 1.301 -0.549 0.0570
H 1.084 -2.046 -0.227 0.1061
H 2.014 0.209 -2.049 0.0756
H 2.421 -1.486 -2.155 0.0749
H 1.023 -0.896 -2.945 0.0822
O -3.241 -2.254 0.212 -0.0676
H -2.269 -2.216 0.173 0.0213
H -3.354 -1.822 1.066 0.0104
O 3.115 2.117 0.720 -0.0622
H 2.468 2.704 1.136 0.0407
H 2.632 1.283 0.823 0.0201
```

The SMILES is C=CC(C=C)=CC.O.O. For the HOMO-LUMO gap, the calculation gives 9.74 eV. As for the highest occupied orbital energy: -9.2 eV.

2:
Density functional theory data (ωB97M-V with the def2-TZVPD basis set) for C7H14O2 as an isolated structure.

```
23
Properties=species:S:1:pos:R:3:lowdin_charge:R:1
C 0.390 0.552 0.333 -0.4383
C 0.029 -0.838 -0.076 -0.3333
C 1.716 -0.498 -0.644 -0.0355
C -1.411 2.102 -0.784 -0.1537
C 0.918 0.920 1.705 0.0123
C -0.747 -1.089 -1.354 -0.0468
C -0.250 -1.857 0.999 -0.0307
O 1.291 0.881 -0.720 -0.0508
O -1.103 1.265 0.302 -0.1692
H 2.558 -0.669 0.027 0.1068
H 1.884 -0.939 -1.625 0.1066
H -0.530 2.601 -1.207 0.0845
H -2.098 2.891 -0.450 0.0802
H -1.922 1.552 -1.586 0.0701
H 1.214 1.972 1.698 0.1000
H 0.145 0.769 2.460 0.0884
H 1.782 0.315 1.997 0.0908
H -0.504 -0.368 -2.136 0.0868
H -0.393 -1.443 2.000 0.0781
H -1.820 -1.025 -1.150 0.0918
H -0.541 -2.093 -1.740 0.0918
H 0.564 -2.578 1.106 0.0869
H -1.172 -2.424 0.843 0.0833
```

For the HOMO-LUMO gap, the calculation gives 9.75 eV. As for the highest occupied orbital energy: -8.9 eV.

Which structure wins on stability? 1 wins.

1:
Density functional theory data (ωB97M-V with the def2-TZVPD basis set) for one molecule with the formula C5H8N2O4.

```
19
Properties=species:S:1:pos:R:3:lowdin_charge:R:1
O 1.899 -2.184 0.598 0.1144
C 1.969 -1.122 0.041 -0.4708
O 2.697 -0.906 -1.052 0.1162
C 0.971 0.050 0.457 -0.2265
C -0.259 -0.586 0.992 -0.1461
C -1.397 -0.225 0.130 -0.1307
N -2.049 0.949 0.631 -0.4177
O -3.250 0.954 0.512 0.0944
O -1.287 1.763 1.095 0.0618
C -0.425 0.331 -1.369 -0.0590
N 0.581 0.896 -0.650 -0.0875
H 2.695 0.056 -1.294 0.1359
H 1.571 0.693 1.170 0.1811
H -0.266 -1.657 1.123 0.1192
H -0.665 -0.181 1.964 0.1516
H -2.150 -1.117 -0.062 0.1849
H -0.025 -0.529 -1.876 0.1060
H -0.859 0.990 -2.150 0.1290
H 0.250 1.827 -0.260 0.1438
```

The SMILES is O=C(O)[C@@H]1C[C@@H]([N+](=O)[O-])CN1. For the HOMO-LUMO gap, the calculation gives 9.79 eV. As for the highest occupied orbital energy: -9.8 eV.

2:
Density functional theory data (ωB97M-V with the def2-TZVPD basis set) for one molecule with the formula C5H8N2O4.

```
19
Properties=species:S:1:pos:R:3:lowdin_charge:R:1
C 1.393 -0.188 -2.926 0.1621
C 1.457 -0.038 -1.580 -0.1288
C 0.559 1.115 -0.859 -0.3952
O 0.668 2.262 -1.152 0.1236
N -0.233 0.532 0.084 -0.1572
C -1.061 1.395 0.924 0.0131
O -0.542 -0.790 -0.162 -0.1495
C -0.116 -1.808 0.842 0.0003
N 2.406 -0.687 -0.780 -0.3618
O 3.056 -1.669 -1.179 0.0750
O 2.426 -0.281 0.353 0.0724
H 2.183 -0.768 -3.432 0.0907
H 0.606 0.283 -3.515 0.0907
H -2.044 1.349 0.418 0.1008
H -1.100 0.904 2.015 0.1402
H -0.693 2.360 0.880 0.0555
H 0.012 -2.721 0.187 0.1118
H -0.761 -1.910 1.679 0.0631
H 0.950 -1.406 1.048 0.0931
```

The SMILES is C=C(C(=O)N(C)OC)[N+](=O)[O-]. For the HOMO-LUMO gap, the calculation gives 8.66 eV. As for the highest occupied orbital energy: -9.5 eV.

Which structure wins on stability? 1 wins.

1:
Density functional theory data (ωB97M-V with the def2-TZVPD basis set) for a 2-piece molecular cluster, CH2O4S2 overall.

```
9
Properties=species:S:1:pos:R:3:lowdin_charge:R:1
C 0.184 0.184 -0.157 -0.1673
O -2.080 1.175 0.726 -0.3127
O -0.517 2.699 -0.470 -0.3128
O -6.863 -1.352 0.345 -0.4392
O -6.004 0.938 0.279 -0.4330
S -0.789 1.449 0.176 0.7317
S -6.544 -0.185 -0.430 0.8735
H 0.006 -0.697 0.425 0.0299
H 1.183 0.424 -0.459 0.0300
```

For the HOMO-LUMO gap, the calculation gives 9.26 eV. As for the highest occupied orbital energy: -10.3 eV.

2:
Density functional theory data (ωB97M-V with the def2-TZVPD basis set) for one molecule with the formula CH2O4S2.

```
9
Properties=species:S:1:pos:R:3:lowdin_charge:R:1
O 2.108 0.126 1.068 -0.2752
S 1.136 0.512 0.068 0.7038
O 1.532 0.983 -1.253 -0.2905
C -0.634 0.688 0.313 -0.2556
S -0.327 -1.092 -0.448 0.6421
O -0.837 -1.954 0.583 -0.3446
O -0.935 -1.192 -1.733 -0.3286
H -0.962 0.206 1.207 0.0409
H -1.081 1.723 0.195 0.1077
```

The SMILES is O=S1(=O)CS1(=O)=O. For the HOMO-LUMO gap, the calculation gives 8.96 eV. As for the highest occupied orbital energy: -10.4 eV.

Which structure wins on stability? 1 wins.

1:
Density functional theory data (ωB97M-V with the def2-TZVPD basis set) for C7H28O7 as an isolated structure.

```
42
Properties=species:S:1:pos:R:3:lowdin_charge:R:1
C -25.117 -12.726 1.877 -0.1465
O -25.445 -14.108 2.119 -0.1054
H -24.809 -12.655 0.834 0.0780
H -25.863 -11.964 2.102 0.1013
H -24.196 -12.416 2.371 0.0113
H -24.705 -14.719 2.098 0.0744
C -19.966 -9.482 0.177 -0.1303
O -19.453 -8.354 -0.524 -0.1110
H -20.647 -9.105 0.940 0.0254
H -20.526 -9.951 -0.632 0.0973
H -19.159 -10.064 0.622 0.0952
H -20.208 -7.917 -0.924 0.0707
C -23.093 -8.507 2.340 -0.1366
O -21.973 -8.398 1.518 -0.1442
H -22.934 -9.335 3.030 0.0470
H -23.183 -7.580 2.907 0.0958
H -23.957 -8.861 1.778 0.0846
H -21.589 -9.278 1.534 -0.1259
C -23.556 -10.224 -1.990 -0.1354
O -22.550 -10.780 -2.842 -0.1126
H -23.191 -10.293 -0.965 0.0155
H -23.696 -9.183 -2.279 0.0882
H -24.520 -10.723 -2.084 0.0840
H -22.773 -10.549 -3.746 0.0716
C -22.560 -11.675 3.977 -0.0891
O -21.679 -12.235 3.035 -0.1466
H -23.511 -12.180 4.148 0.1007
H -22.065 -11.656 4.948 0.1128
H -22.828 -10.632 3.805 0.0834
H -21.294 -13.034 3.403 0.1306
C -19.972 -12.863 1.308 -0.1452
O -18.906 -12.722 0.362 -0.0987
H -20.417 -11.887 1.503 0.0546
H -20.737 -13.432 0.779 0.0890
H -19.708 -13.361 2.240 0.0827
H -18.665 -13.576 -0.004 0.0748
C -22.685 -11.109 1.028 -0.1071
O -21.766 -10.479 1.841 -0.2296
H -22.792 -10.570 0.087 0.0519
H -22.423 -12.155 0.872 0.1022
H -23.630 -11.083 1.571 0.0623
H -21.682 -10.982 2.654 -0.0211
```

For the HOMO-LUMO gap, the calculation gives 8.83 eV. As for the highest occupied orbital energy: -8.9 eV.

2:
Density functional theory data (ωB97M-V with the def2-TZVPD basis set) for a 7-piece molecular cluster, C7H28O7 overall.

```
42
Properties=species:S:1:pos:R:3:lowdin_charge:R:1
C -11.766 -13.723 -18.396 -0.0706
C -11.973 -13.684 -16.883 -0.3333
O -13.345 -13.635 -16.540 -0.0874
H -12.140 -14.703 -18.713 0.0618
H -10.709 -13.649 -18.645 0.0785
H -12.409 -13.009 -18.907 0.0502
H -11.405 -12.859 -16.439 0.1171
H -11.561 -14.607 -16.473 0.0735
H -13.618 -12.713 -16.619 0.0365
C -9.071 -18.163 -17.794 -0.0868
C -9.394 -17.053 -18.756 -0.3268
O -9.908 -17.548 -19.980 -0.0714
H -9.919 -18.827 -17.615 0.0647
H -8.755 -17.790 -16.818 0.0582
H -8.251 -18.792 -18.151 0.0779
H -8.520 -16.449 -18.987 0.1152
H -10.110 -16.377 -18.269 0.0941
H -10.751 -17.970 -19.790 0.0755
C -13.059 -12.090 -21.682 -0.0906
C -12.791 -10.699 -22.222 -0.3196
O -11.619 -10.172 -21.594 -0.0875
H -13.585 -12.069 -20.728 0.0593
H -12.078 -12.529 -21.493 0.0756
H -13.629 -12.686 -22.391 0.0733
H -13.633 -10.031 -22.024 0.1048
H -12.639 -10.773 -23.301 0.1086
H -11.070 -9.761 -22.266 0.0760
C -13.346 -17.135 -16.921 -0.1474
O -12.506 -18.056 -16.240 -0.1215
H -14.374 -17.520 -16.979 0.0816
H -13.418 -16.207 -16.362 0.0596
H -13.010 -16.940 -17.943 0.0689
H -12.369 -18.826 -16.798 0.0638
O -9.500 -15.599 -15.100 -0.0385
H -8.664 -15.165 -14.909 0.0584
H -9.367 -16.521 -14.864 0.0531
O -13.816 -10.772 -16.752 -0.0289
H -13.541 -10.157 -16.068 0.0566
H -13.834 -10.260 -17.564 0.0534
O -11.994 -15.016 -13.772 -0.0652
H -11.195 -15.138 -14.296 -0.0273
H -12.642 -14.665 -14.391 0.0066
```

The SMILES is CCO.CCO.CCO.CO.O.O.O. For the HOMO-LUMO gap, the calculation gives 10.35 eV. As for the highest occupied orbital energy: -10.0 eV.

Which structure wins on stability? 2 wins.

1:
Density functional theory data (ωB97M-V with the def2-TZVPD basis set) for a 3-piece molecular cluster, C4H11O4 overall.

```
19
Properties=species:S:1:pos:R:3:lowdin_charge:R:1
O -0.331 2.395 -2.326 -0.0009
C 0.067 1.477 -1.631 -0.2623
C -0.054 0.067 -2.154 -0.1602
C -0.418 -1.015 -1.135 -0.1845
C -0.615 -0.484 0.291 -0.4425
O 0.527 -0.552 1.040 -0.3127
H 0.637 1.711 -0.723 0.1112
H 0.907 -0.136 -2.647 0.1131
H -0.746 0.031 -2.992 0.1006
H -1.269 -1.611 -1.438 0.0884
H 0.363 -1.746 -0.989 0.0951
H -1.026 0.564 0.306 0.0859
H -1.562 -0.840 0.776 0.1024
H 1.064 -2.323 2.709 -0.0157
H 0.421 -1.125 2.508 -0.0069
O 0.562 -1.769 3.304 -0.1711
H 0.675 1.008 1.580 -0.0166
H -0.038 2.368 1.719 0.0045
O 0.835 1.977 1.802 -0.1280
```

Its charge is -1. For the HOMO-LUMO gap, the calculation gives 8.12 eV. As for the highest occupied orbital energy: -4.3 eV.

2:
Density functional theory data (ωB97M-V with the def2-TZVPD basis set) for a 3-piece molecular cluster, C4H11O4 overall.

```
19
Properties=species:S:1:pos:R:3:lowdin_charge:R:1
C -0.159 1.386 1.369 -0.4507
O -1.013 0.464 1.290 -0.2972
C 0.917 1.248 0.019 -0.1715
C 0.214 0.343 -0.999 -0.2761
C 0.057 0.688 -2.307 -0.3904
O -0.262 -0.065 -3.196 -0.0123
H -0.602 2.292 1.023 0.0700
H 0.536 1.340 2.290 0.1071
H 1.247 2.082 -0.674 0.0732
H 1.942 0.754 0.237 0.0900
H -0.857 0.058 -0.429 0.1794
H 0.641 -0.758 -0.844 0.1536
H 0.326 1.728 -2.623 0.1178
H -0.713 -0.010 3.601 -0.0640
H -1.629 -0.297 2.541 -0.0350
O -1.524 -0.381 3.491 -0.0778
H 0.525 -3.998 -0.935 0.0498
H -0.126 -3.071 -1.953 0.0124
O 0.480 -3.805 -1.900 -0.0783
```

Its charge is -1. For the HOMO-LUMO gap, the calculation gives 7.58 eV. As for the highest occupied orbital energy: -4.0 eV.

Which structure wins on stability? 1 wins.

1:
Density functional theory data (ωB97M-V with the def2-TZVPD basis set) for a 2-piece molecular cluster, C8H12N2O2 overall.

```
24
Properties=species:S:1:pos:R:3:lowdin_charge:R:1
C 6.360 -0.758 0.008 -0.1399
C 5.055 -1.069 -0.171 -0.0815
C 5.325 1.102 0.025 -0.1578
C 2.997 0.204 -0.233 -0.0583
C -3.757 0.040 -0.087 -0.1102
C -0.989 -0.760 0.290 -0.0082
C -2.698 1.133 -0.112 -0.1749
C -1.269 0.701 0.101 -0.4288
N 6.510 0.605 0.127 0.0685
N 4.364 0.128 -0.156 -0.0961
O 2.578 1.455 -0.104 0.0236
O -0.366 1.513 0.069 0.0509
H 7.214 -1.403 0.062 0.0941
H 4.545 -2.002 -0.293 0.1079
H 5.074 2.143 0.074 0.1236
H -4.730 0.474 -0.306 0.0743
H -3.553 -0.725 -0.831 0.0737
H -3.816 -0.431 0.892 0.0734
H 0.051 -0.907 0.572 0.0764
H -1.171 -1.274 -0.654 0.0985
H -1.648 -1.189 1.040 0.0827
H -2.720 1.650 -1.077 0.1259
H -2.926 1.893 0.641 0.1254
H 1.597 1.488 -0.109 0.0568
```

For the HOMO-LUMO gap, the calculation gives 9.63 eV. As for the highest occupied orbital energy: -8.9 eV.

2:
Density functional theory data (ωB97M-V with the def2-TZVPD basis set) for one molecule with the formula C8H12N2O2.

```
24
Properties=species:S:1:pos:R:3:lowdin_charge:R:1
H -1.993 -1.282 0.035 0.1193
N -1.895 -0.224 -0.179 0.1406
C -1.444 -0.106 -1.362 -0.4399
C -1.263 -1.237 -2.360 -0.0181
C -0.774 1.139 -1.680 -0.1615
C -0.765 1.932 -0.370 -0.0938
C -0.141 1.180 0.854 -0.4517
O -0.537 1.390 1.960 0.1087
N 0.915 0.322 0.728 0.1494
C 2.030 -0.150 0.256 -0.4138
O 2.579 -0.367 -0.780 0.1184
C 1.897 -0.212 1.728 -0.1130
C 1.490 -1.333 2.722 -0.0335
H -0.334 -1.774 -2.136 0.0930
H -1.272 -0.747 -3.337 0.0827
H -2.087 -1.922 -2.267 0.0692
H -1.253 1.706 -2.504 0.1427
H 0.150 0.932 -2.004 0.0753
H -1.793 2.118 -0.108 0.1007
H -0.291 3.023 -0.438 0.1620
H 2.411 0.548 2.290 0.1331
H 0.904 -0.929 3.467 0.0346
H 2.347 -1.777 3.348 0.0992
H 1.118 -2.230 2.138 0.0964
```

The SMILES is [H]/N=C(\C)CCC(=O)N1C(=O)[C@@H]1C. For the HOMO-LUMO gap, the calculation gives 10.56 eV. As for the highest occupied orbital energy: -9.8 eV.

Which structure wins on stability? 1 wins.